93
Properties=species:S:1:pos:R:3:forces:R:3:lowdin_charge:R:1 method="wB97M-V/def2-TZVPD" total_energy_ev=-94406.974 lumo_ev=3.707 e_homo_ev=-0.687 charge=-2 homo_lumo_gap_ev=4.4 e_above_lowest_kcal_mol=4.00
Pd -2.177238 -0.664819 0.264813 0.082 -0.059 -0.085 0.415
Te 0.878631 -3.384565 -3.096202 0.014 0.009 0.046 1.186
C 0.843291 -2.339791 -4.946646 -0.001 0.027 0.041 -0.549
C 0.157770 -1.142597 -5.110576 0.048 -0.013 -0.053 -0.141
C 0.139122 -0.538439 -6.357635 -0.005 0.009 0.015 -0.163
N 0.744228 -1.027280 -7.442744 -0.023 0.013 -0.007 0.025
C 1.399267 -2.176723 -7.275274 0.024 -0.008 0.019 -0.196
C 1.477862 -2.859341 -6.073281 0.002 -0.011 -0.002 -0.158
C -0.065589 -2.024251 -1.868848 0.073 -0.031 -0.094 -1.056
P -1.776674 -2.153013 -1.476173 -0.073 -0.047 -0.096 0.786
C -2.196410 -3.915199 -1.134423 -0.045 0.009 -0.015 -0.358
C -1.260615 -4.764986 -0.552112 -0.005 -0.006 0.017 -0.129
C -1.598476 -6.063537 -0.192145 0.015 0.020 0.000 -0.106
C -2.883095 -6.538907 -0.412899 -0.016 0.016 -0.012 -0.126
C -3.830914 -5.695789 -0.982736 0.008 -0.036 0.020 -0.109
C -3.491275 -4.398035 -1.329177 -0.014 0.026 -0.029 -0.104
C -2.625101 -1.918298 -3.094136 -0.013 0.025 0.006 -0.358
C -2.646309 -2.866134 -4.117107 -0.019 0.046 0.007 -0.121
C -3.149150 -2.543863 -5.370394 -0.007 -0.011 -0.008 -0.102
C -3.645033 -1.270827 -5.618638 -0.001 0.007 0.006 -0.120
C -3.650492 -0.326144 -4.600248 -0.008 0.002 -0.004 -0.103
C -3.150060 -0.651268 -3.346680 0.018 0.020 -0.009 -0.105
P 0.800448 -1.269506 -0.465155 0.050 0.057 0.167 0.864
C -0.240833 0.236935 -0.234446 0.010 -0.071 -0.055 -0.556
C -0.629547 0.654542 1.080651 0.079 0.232 0.075 -0.292
C -1.014942 2.015236 1.306224 -0.001 -0.042 0.017 -0.157
C -1.113199 2.904479 0.282441 -0.016 0.002 -0.055 -0.149
C -0.830658 2.473081 -1.049883 -0.008 -0.021 0.053 -0.125
C -0.414478 1.197667 -1.288427 0.004 0.033 0.023 -0.139
C 2.347045 -0.523171 -1.181772 -0.063 -0.005 -0.059 -0.386
C 2.517098 -0.155902 -2.515415 0.010 -0.004 0.030 -0.114
C 3.691995 0.436285 -2.953131 0.026 0.013 0.013 -0.093
C 4.728789 0.677455 -2.058481 -0.005 -0.004 -0.032 -0.118
C 4.581908 0.310067 -0.729007 -0.010 0.002 0.031 -0.111
C 3.404736 -0.294580 -0.304590 0.010 0.033 0.039 -0.135
H -0.355741 -0.694734 -4.268395 -0.075 0.004 0.070 0.074
H -0.400898 0.394213 -6.491894 -0.003 -0.001 -0.007 0.097
H 1.898202 -2.572773 -8.156405 -0.006 -0.006 0.001 0.087
H 2.037413 -3.787192 -6.019654 -0.004 -0.010 -0.005 0.080
H -0.260544 -4.389357 -0.364790 0.024 0.004 -0.005 0.073
H -0.853261 -6.705019 0.264609 0.002 0.000 -0.002 0.091
H -3.148261 -7.552629 -0.135028 0.000 0.000 -0.003 0.083
H -4.842719 -6.048948 -1.148568 0.003 -0.004 0.003 0.089
H -4.244058 -3.741648 -1.752365 0.014 -0.004 0.007 0.106
H -2.244582 -3.854730 -3.935713 0.009 -0.040 0.007 0.085
H -3.137629 -3.283505 -6.163182 0.006 -0.005 0.006 0.094
H -4.022432 -1.015720 -6.602286 -0.004 -0.003 -0.002 0.087
H -4.044817 0.667282 -4.781991 -0.001 -0.001 0.001 0.092
H -3.147103 0.078966 -2.542780 0.005 -0.005 -0.007 0.088
H -0.278409 0.075591 1.924998 -0.029 -0.055 -0.024 0.045
H -1.253179 2.322354 2.321414 0.000 0.000 -0.004 0.090
H -1.431132 3.924631 0.467309 0.002 0.001 0.000 0.081
H -0.935446 3.168676 -1.875835 0.001 0.000 0.001 0.082
H -0.191235 0.883431 -2.301068 0.038 -0.038 -0.065 0.085
H 1.718367 -0.344877 -3.216714 -0.088 0.009 -0.051 0.056
H 3.797118 0.710696 -3.997131 0.003 0.002 0.003 0.094
H 5.646021 1.145942 -2.397173 -0.002 0.001 0.000 0.086
H 5.379575 0.498103 -0.019359 -0.008 0.004 0.006 0.093
H 3.294281 -0.590709 0.734263 -0.002 -0.009 -0.003 0.085
C 2.368510 2.904224 0.983255 -0.027 -0.005 -0.002 -0.077
C 2.291627 2.373585 2.402848 -0.072 0.083 0.124 -0.241
N 2.612203 3.381486 3.418225 0.048 -0.083 0.074 0.014
C 3.829752 3.717655 3.834844 0.018 0.036 -0.019 -0.891
S 5.259844 3.141343 3.168188 -0.009 -0.004 -0.004 0.541
N 3.890202 4.616660 4.874623 0.009 -0.016 0.002 -0.045
C 2.851714 4.760677 5.882001 -0.012 -0.003 0.012 -0.261
C 2.639534 3.512502 6.733760 0.008 -0.009 -0.016 -0.094
H 1.907137 2.191549 0.298476 0.018 -0.027 -0.007 0.061
H 3.400571 3.073780 0.678864 0.018 0.003 0.027 0.053
H 1.808913 3.838284 0.905846 -0.005 -0.015 -0.014 0.074
H 2.945907 1.516286 2.563060 0.049 0.010 -0.107 0.098
H 1.272350 2.070508 2.639108 0.015 -0.101 -0.133 0.082
H 1.820463 3.745294 3.921415 -0.008 -0.003 0.005 0.117
H 4.838484 4.711759 5.200826 -0.001 0.003 -0.001 0.087
H 1.915528 5.068816 5.407555 0.002 -0.008 -0.003 0.104
H 3.145685 5.602449 6.511371 0.002 0.004 -0.002 0.107
H 2.278993 2.675067 6.133844 -0.020 0.016 0.013 0.054
H 1.909358 3.708179 7.521740 -0.010 -0.009 0.000 0.062
H 3.578111 3.216038 7.205216 0.003 0.006 0.005 0.073
C -2.794416 1.084193 5.456601 -0.001 0.034 0.024 -0.066
C -2.021355 0.305859 4.613613 -0.033 -0.013 -0.062 -0.038
C -0.658743 0.558354 4.567168 0.313 -0.014 -0.156 -0.151
N -0.039837 1.506927 5.269570 -0.141 0.191 0.185 0.058
C -0.803635 2.247363 6.074747 -0.075 -0.018 -0.026 -0.177
C -2.173424 2.074499 6.207860 0.042 -0.010 -0.048 -0.087
H -3.864860 0.931120 5.511116 0.001 0.000 -0.007 0.107
H -2.452841 -0.450580 3.969674 -0.030 0.000 0.011 0.088
H -0.022448 -0.008540 3.899761 -0.023 -0.112 0.054 0.098
H -0.296122 3.027170 6.634952 0.013 -0.010 0.025 0.080
H -2.738185 2.716198 6.872323 -0.002 -0.004 0.002 0.090
F -4.026168 -1.543489 2.621731 0.028 0.041 0.010 -0.015
B -3.878620 -0.789226 1.460459 -0.175 -0.036 0.104 -0.728
F -5.095866 -0.172816 1.257348 0.032 -0.004 -0.010 0.007